Below is a molecular structure, C36H88CaN3O13S3 at a distorted geometry, with properties calculated with ωB97M-V/def2-TZVPD.

ΔE to the lowest compared entry with this formula, charge and spin = 0.0 kJ/mol
orbital gap = 8.0201 eV
charge = +1

Last column: Mulliken charge in e.
Positions of all 144 atoms, in Å:
Ca -1.5151 -0.1809 -3.9092  0.772
C -0.6013 1.7116 0.2249  -1.168
C -0.1171 0.8511 -0.9213  1.140
C 0.9909 -0.0599 -0.4292  -0.217
O -1.1294 0.1439 -1.6319  1.665
H -1.2625 2.5270 -0.0684  -0.381
H 0.2521 2.3240 0.5159  0.096
H -0.9697 1.2539 1.1430  -0.049
H 0.2799 1.5074 -1.6959  0.450
H 0.6260 -0.7183 0.3591  -0.270
H 1.7611 0.5826 -0.0025  -0.039
H 1.3881 -0.6602 -1.2477  -0.029
C 0.1954 -1.6751 3.3726  -0.389
C -0.4003 -0.7759 4.4341  -0.054
C -1.0839 0.5308 3.9535  -0.422
O -1.1881 -1.5528 5.3087  -0.581
H 1.0366 -1.3002 2.7895  -0.121
H -0.6396 -2.1516 2.8590  -0.048
H 0.6366 -2.5476 3.8544  0.577
H 0.4317 -0.4484 5.0575  0.305
H -1.7567 0.2615 3.1393  -0.356
H -0.3779 1.3373 3.7559  0.093
H -1.7225 0.9377 4.7375  0.544
H -1.3787 -0.9185 6.0035  0.391
C 5.2770 2.1283 -2.1637  -1.615
C 3.9771 1.8526 -1.4830  1.819
C 3.6242 2.8001 -0.3191  -1.325
O 2.8891 1.8080 -2.3449  -0.581
H 5.7570 1.5163 -2.9272  0.382
H 5.9605 2.2766 -1.3277  0.342
H 5.1036 3.0540 -2.7125  0.410
H 4.0102 0.8669 -1.0189  -0.571
H 2.7962 2.4569 0.3013  0.077
H 3.2516 3.7597 -0.6774  0.452
H 4.4925 2.9299 0.3269  0.426
H 2.1347 1.2741 -2.0854  -0.202
C -3.6928 -2.4101 1.7652  -1.656
C -2.6833 -1.8190 0.7704  2.630
C -1.7026 -2.8869 0.4124  -1.030
O -3.3916 -1.3395 -0.3770  -0.788
H -4.5075 -2.8222 1.1698  0.411
H -4.0038 -1.7426 2.5689  0.313
H -3.2267 -3.2049 2.3476  0.395
H -2.0489 -1.0936 1.2797  -1.022
H -1.4856 -3.5044 1.2841  0.457
H -0.7598 -2.5031 0.0227  -0.531
H -2.1589 -3.5667 -0.3072  0.400
H -2.7878 -0.6899 -0.7445  -0.445
C -0.6658 -4.4732 -3.2385  -1.353
C -0.5558 -2.9729 -3.4845  0.896
C 0.7744 -2.5985 -4.1199  -0.484
O 0.8903 -1.1166 -4.0667  -0.201
C 2.1541 -0.6431 -4.4104  -0.802
N -1.7549 -2.6494 -4.2233  -0.494
H -1.6781 -4.8060 -3.0092  0.555
H -0.0081 -4.7536 -2.4158  0.093
H -0.3431 -5.0419 -4.1106  0.419
H -0.5989 -2.4502 -2.5290  -0.423
H 0.7943 -2.8898 -5.1701  0.477
H 1.5889 -3.0865 -3.5847  0.205
H 2.3171 -0.9583 -5.4410  0.345
H 2.9971 -1.0026 -3.8204  0.172
H 2.1421 0.4439 -4.3301  0.287
H -1.6108 -2.9978 -5.1603  0.222
H -2.4420 -3.2952 -3.8614  0.243
C -5.8827 0.7194 -3.2246  -1.600
C -4.4710 0.9042 -3.6503  0.138
C -3.7648 2.0948 -2.9323  -0.160
O -2.5583 2.1674 -3.6910  -0.436
C -1.8084 3.3382 -3.3500  -0.771
N -3.8739 -0.4028 -3.3142  -0.408
H -5.8666 0.4509 -2.1683  0.321
H -6.3899 -0.0153 -3.8501  0.450
H -6.4641 1.6311 -3.3620  0.431
H -4.5529 1.0363 -4.7291  0.385
H -3.5751 2.0172 -1.8618  -0.331
H -4.2261 3.0792 -3.0116  0.802
H -2.4351 4.1577 -3.7019  0.344
H -0.8351 3.4189 -3.8340  0.325
H -1.6140 3.4879 -2.2880  0.155
H -4.4965 -1.0334 -3.7988  0.285
H -3.9834 -0.5937 -2.3285  0.041
C 2.2749 -5.5346 2.1853  -1.231
C 1.4035 -4.8982 1.0715  1.922
C 2.1892 -4.7183 -0.3309  -0.815
O 3.2825 -3.8272 -0.2050  -0.037
C 3.8936 -3.4055 -1.4359  -1.065
N 0.3703 -5.8668 0.7398  -0.583
H 1.7214 -5.5512 3.1241  0.463
H 3.0061 -4.7455 2.3609  -0.028
H 2.7073 -6.5106 1.9648  0.352
H 0.9578 -3.9241 1.2729  -1.138
H 1.4628 -4.2867 -1.0194  -0.166
H 2.5961 -5.6447 -0.7363  0.588
H 3.3343 -2.6611 -2.0026  0.185
H 3.9817 -4.1607 -2.2170  0.428
H 4.8392 -2.9553 -1.1338  0.324
H -0.1662 -5.9290 1.5933  0.311
H 0.7612 -6.7683 0.5060  0.301
C -4.4346 1.8187 2.1479  -0.194
C -5.2010 1.3529 0.8851  0.384
C -5.8744 2.6043 0.2737  -0.980
S -4.7696 4.0435 0.5994  1.090
O -5.4952 5.1026 1.2915  -0.731
O -4.0436 4.3015 -0.6428  -0.552
C -3.7350 3.2288 1.8340  0.239
H -3.7280 1.0235 2.3852  -0.323
H -5.1719 1.9346 2.9423  0.465
H -5.9363 0.6169 1.2102  0.644
H -4.5750 0.8675 0.1364  -0.539
H -6.7467 2.8573 0.8762  0.497
H -6.1333 2.5903 -0.7850  0.285
H -3.5562 3.8627 2.7025  0.668
H -2.7653 3.0702 1.3622  -0.713
C 3.7414 -1.2963 1.9576  0.781
C 4.4133 -2.1783 3.0488  -1.342
C 5.5641 -2.9585 2.2984  -0.574
S 6.4311 -1.7310 1.4158  1.185
O 6.9225 -2.3099 0.1867  -0.672
O 7.2191 -1.0306 2.3770  -0.660
C 4.8800 -0.7952 1.0177  -0.239
H 3.0932 -0.4839 2.2861  0.585
H 3.0643 -1.9068 1.3601  -0.653
H 3.7522 -2.8739 3.5657  0.400
H 4.7656 -1.6008 3.9035  0.438
H 5.2133 -3.7764 1.6690  0.101
H 6.3917 -3.4826 2.7764  0.608
H 4.5231 -1.1959 0.0689  -0.275
H 5.1227 0.2663 0.9675  0.419
C 1.8152 5.5426 1.6908  0.142
C 0.7734 6.5641 1.2014  -0.633
C 0.0250 7.1212 2.4008  -0.832
S -0.2090 5.6051 3.4765  0.947
O -1.4048 4.8694 2.9882  -0.448
O 0.0291 5.8178 4.8744  -0.692
C 1.2135 4.7293 2.8450  -0.144
H 2.7270 6.0260 2.0417  0.402
H 2.0555 4.8831 0.8568  -0.362
H 0.0983 6.0224 0.5390  0.154
H 1.1467 7.3327 0.5246  0.481
H -0.8740 7.6288 2.0510  0.456
H 0.7369 7.7502 2.9352  0.374
H 0.9471 3.6777 2.7385  -0.214
H 1.8907 4.6094 3.6906  0.432